<i>
{"formula": "C7H12", "method": "ωB97M-V/def2-TZVPD", "e_homo_ev": -8.3, "lumo_energy_ev": 0.72, "orbital_gap_ev": 9.023, "molar_mass_g_mol": 96.2, "elements": ["C", "C", "C", "C", "C", "C", "C", "H", "H", "H", "H", "H", "H", "H", "H", "H", "H", "H", "H"], "xyz": [[0.7285, 1.6390, 1.5760], [0.8171, 0.1708, 1.2142], [0.8531, -1.6261, -0.1384], [-0.5035, -1.9488, -0.6638], [-1.3320, -0.6841, -0.9477], [-0.2282, 0.3547, -1.1579], [0.9359, -0.1388, -0.2842], [0.6206, 1.7614, 2.6575], [1.6664, 2.1091, 1.2669], [-0.0937, 2.1399, 1.0619], [1.5933, -0.3140, 1.8135], [-0.1610, -0.4568, 1.5922], [-0.1867, -2.3914, -1.6281], [-1.0259, -2.7590, -0.1467], [-2.0135, -0.7991, -1.7951], [-1.9571, -0.4413, -0.0822], [-0.5623, 1.3711, -0.9351], [0.0857, 0.3547, -2.2093], [1.9308, 0.2048, -0.5853]]}

***

<ii>
{"formula": "C7H12", "method": "ωB97M-V/def2-TZVPD", "e_homo_ev": -9.7, "lumo_energy_ev": 1.15, "smiles": "C[C@H]1[C@H]2CCC[C@@H]12", "orbital_gap_ev": 10.831, "molar_mass_g_mol": 96.2, "elements": ["C", "C", "C", "C", "C", "C", "C", "H", "H", "H", "H", "H", "H", "H", "H", "H", "H", "H", "H"], "xyz": [[1.7014, 0.8784, -0.5429], [0.3824, 1.3335, 0.0444], [-0.9533, 0.7821, -0.3816], [-0.9349, -0.5868, -1.0636], [-0.3340, -1.5832, -0.0211], [-0.3131, -0.8576, 1.3421], [-0.4870, 0.6118, 1.0421], [1.8908, 1.4260, -1.4742], [2.5291, 1.0894, 0.1428], [1.7369, -0.1873, -0.7834], [0.3738, 2.4070, 0.2262], [-1.7591, 1.4737, -0.6174], [-1.9436, -0.8346, -1.4172], [-0.3019, -0.5820, -1.9614], [-0.8517, -2.5474, 0.0542], [0.6897, -1.8245, -0.3203], [0.6091, -1.0321, 1.9069], [-1.1494, -1.1854, 1.9737], [-0.8853, 1.2190, 1.8505]]}

***

Most stable = <ii>

***

<i>
{"formula": "C7H12", "method": "ωB97M-V/def2-TZVPD", "e_homo_ev": -9.5, "lumo_energy_ev": 1.23, "smiles": "CC[C@H]1C[C@H]2C[C@@H]12", "orbital_gap_ev": 10.759, "molar_mass_g_mol": 96.2, "elements": ["C", "C", "C", "C", "C", "C", "C", "H", "H", "H", "H", "H", "H", "H", "H", "H", "H", "H", "H"], "xyz": [[-1.4913, -0.9921, -1.8327], [-0.7658, 0.1687, -1.1556], [-0.4786, -0.0954, 0.3174], [0.7520, -0.9709, 0.7155], [1.2551, 0.1716, 1.5992], [1.4845, 1.3956, 0.7696], [0.0852, 1.0419, 1.1713], [-1.7074, -0.7730, -2.8839], [-2.4454, -1.1961, -1.3316], [-0.8944, -1.9115, -1.7965], [0.1737, 0.3769, -1.6848], [-1.3731, 1.0803, -1.2380], [-1.3827, -0.4984, 0.7912], [1.4223, -1.2558, -0.1062], [0.4768, -1.8715, 1.2707], [1.6849, 0.0577, 2.5899], [1.9076, 2.2478, 1.2961], [1.8115, 1.3062, -0.2658], [-0.5149, 1.7180, 1.7740]]}

***

<ii>
{"formula": "C7H12", "method": "ωB97M-V/def2-TZVPD", "e_homo_ev": -7.7, "lumo_energy_ev": 1.06, "orbital_gap_ev": 8.740, "molar_mass_g_mol": 96.2, "elements": ["C", "C", "C", "C", "C", "C", "C", "H", "H", "H", "H", "H", "H", "H", "H", "H", "H", "H", "H"], "xyz": [[-2.9594, -0.0264, 0.1482], [-0.8226, -0.6929, -0.0300], [-0.1004, 0.1838, -1.0291], [1.0198, 0.0619, 0.0177], [2.2656, -0.7494, -0.1320], [2.3500, 0.7422, 0.0709], [-0.0357, -0.1118, 1.1232], [-3.6224, -0.2902, -0.6804], [-2.7093, 1.0332, 0.1266], [-3.3926, -0.3159, 1.1084], [-2.0761, -0.9000, -0.0193], [0.0545, -0.2300, -2.0315], [-0.4078, 1.2381, -1.1015], [2.5054, -1.1437, -1.1167], [2.5600, -1.3942, 0.6927], [2.6417, 1.3576, -0.7767], [2.6981, 1.1083, 1.0336], [-0.3313, 0.8814, 1.4943], [0.1758, -0.7786, 1.9662]]}

***

Most stable = <i>

***

<i>
{"formula": "C4H14N3", "method": "ωB97M-V/def2-TZVPD", "e_homo_ev": -11.9, "lumo_energy_ev": -3.82, "orbital_gap_ev": 8.076, "total_charge": 1, "molar_mass_g_mol": 104.2, "elements": ["C", "C", "N", "C", "H", "H", "H", "H", "H", "H", "H", "H", "H", "N", "C", "N", "H", "H", "H", "H", "H"], "xyz": [[-1.9382, -0.9107, -2.6977], [-0.9299, -0.8052, -1.5751], [0.1431, 0.1176, -1.9343], [1.1021, 0.3139, -0.8894], [-2.6770, -1.6850, -2.4941], [-1.4432, -1.1447, -3.6387], [-2.4470, 0.0376, -2.8382], [-0.4602, -1.7703, -1.3752], [-1.4449, -0.4596, -0.6695], [-0.2466, 0.9970, -2.2468], [1.8780, 1.0177, -1.1937], [0.6462, 0.7162, 0.0468], [1.6033, -0.6167, -0.6348], [0.2864, 1.5920, 2.7583], [0.5813, 0.3697, 3.1206], [1.5086, -0.3650, 2.5731], [0.6604, 2.0049, 1.9144], [-0.4845, 2.0557, 3.2112], [0.0344, -0.0482, 3.9536], [1.6623, -1.3045, 2.9037], [1.9655, -0.1124, 1.7057]]}

***

<ii>
{"formula": "C4H14N3", "method": "ωB97M-V/def2-TZVPD", "e_homo_ev": -14.3, "lumo_energy_ev": -3.45, "orbital_gap_ev": 10.873, "total_charge": 1, "molar_mass_g_mol": 104.2, "elements": ["N", "C", "N", "N", "H", "H", "H", "H", "H", "H", "C", "C", "C", "H", "H", "H", "H", "H", "H", "H", "H"], "xyz": [[0.3998, 1.0148, 2.3337], [1.1704, 1.3154, 1.2871], [2.4712, 1.0206, 1.3212], [0.6201, 1.7451, 0.1367], [0.8309, 0.9216, 3.2414], [-0.5805, 1.2470, 2.3347], [2.8609, 0.5443, 2.1184], [2.9318, 0.8147, 0.4462], [1.0311, 1.3109, -0.6807], [-0.3898, 1.6887, 0.1088], [-0.5606, -0.7903, -1.0633], [-1.1138, -1.8928, -1.9461], [-2.6219, -2.0578, -1.7787], [-0.9927, 0.1730, -1.3679], [0.5155, -0.6973, -1.2268], [-0.8745, -0.9032, -0.0231], [-0.6224, -2.8420, -1.7165], [-0.8710, -1.7277, -2.9984], [-3.0934, -2.7098, -2.5070], [-2.8211, -2.4383, -0.7721], [-3.1254, -1.0865, -1.7883]]}

***

<iii>
{"formula": "C4H14N3", "method": "ωB97M-V/def2-TZVPD", "e_homo_ev": -14.2, "lumo_energy_ev": -3.11, "orbital_gap_ev": 11.126, "total_charge": 1, "molar_mass_g_mol": 104.2, "elements": ["C", "C", "H", "H", "H", "H", "H", "H", "C", "C", "N", "N", "N", "H", "H", "H", "H", "H", "H", "H", "H"], "xyz": [[-0.5142, 2.3196, 0.7719], [0.9711, 2.6523, 0.7477], [-0.9057, 1.8094, -0.1462], [-0.6314, 1.7447, 1.5831], [-1.1208, 3.2108, 1.0361], [1.4013, 2.7215, -0.2326], [1.5679, 1.8198, 1.1082], [1.3698, 3.3895, 1.4561], [1.5095, -1.1824, -1.2600], [-0.8148, -1.6901, -0.2767], [-0.0291, -1.1872, -1.3526], [-0.2109, -1.9408, 0.9394], [-2.1557, -1.8931, -0.4253], [-0.5721, -0.7553, -2.2045], [0.7996, -1.6438, 1.1910], [-0.7222, -2.4102, 1.7039], [-2.6641, -2.0629, -1.3326], [-2.8209, -1.7887, 0.3511], [2.0218, -1.1134, -2.2707], [1.9434, -1.9011, -0.5574], [1.5775, -0.0986, -0.8297]]}

***

Most stable = <ii>